C20H29N3O3 | ωB97M-V/def2-TZVPD

Last column: Mulliken charge in e.
Element x y z (Å)
O 2.67040 -0.08266 -2.13145  -0.655
O -2.29949 2.14232 0.14931  -0.542
O -0.91074 4.08808 -2.41090  -0.675
N -0.57203 1.88575 -2.01553  0.053
N 2.57435 1.05822 -0.18903  -0.118
N 0.90578 -2.54615 2.57619  0.809
C -1.54596 -1.40626 0.39595  -0.140
C -1.77353 0.91710 -0.16230  1.102
C 2.40463 0.93410 -1.52263  0.557
C -0.10530 -2.94176 -0.95940  -1.894
C -0.29021 -4.26614 3.58622  -0.605
C 1.88372 2.17715 -2.22642  -0.674
C 2.12728 -1.87934 2.18834  -1.484
C -2.47698 2.99000 -0.96761  0.254
C 2.97852 -0.05344 0.64276  -1.217
C -0.40810 -0.51737 -1.51629  -0.339
C 0.14911 -1.87393 3.62028  -0.850
C 0.55151 1.89886 -2.93535  -1.056
C -1.23878 3.05969 -1.85246  0.424
C -0.70646 -1.59660 -0.69447  0.043
C -0.80379 -2.94324 4.17687  -0.729
C -2.08110 -0.15952 0.65508  -1.142
C -0.91360 0.75057 -1.25555  0.446
C -3.67063 2.55708 -1.82725  -1.256
C 1.09202 -3.90350 3.05254  -0.901
C 1.82300 -0.54155 1.51544  0.665
H 2.26324 1.89459 0.27865  0.275
H -2.66012 3.98698 -0.55429  0.349
H -0.92676 -4.58571 2.76186  0.252
H 0.60950 0.95498 -3.47671  0.383
H 0.81632 -1.50336 4.41814  0.455
H 1.76438 3.01555 -1.53990  0.387
H -0.77108 -2.95746 5.26556  0.354
H -2.73500 0.01009 1.49580  0.478
H -4.57159 2.53538 -1.21894  0.338
H 2.80666 -1.72812 3.04970  0.321
H -0.83102 -3.59463 -1.44463  0.445
H -1.83224 -2.75216 3.87586  0.252
H 1.84484 -3.95744 3.85973  0.399
H -0.38489 -1.02261 3.19614  0.275
H 0.35134 2.70773 -3.64260  0.570
H -3.49941 1.56236 -2.23574  0.240
H 3.29131 -0.84413 -0.04280  0.433
H -3.80474 3.26073 -2.64395  0.418
H 0.94657 -0.67960 0.88329  -0.324
H 1.41739 -4.54958 2.23506  0.397
H 0.19270 -3.40099 -0.01975  0.210
H 0.76413 -2.85264 -1.60520  0.349
H -1.76821 -2.23493 1.04879  0.428
H 1.58492 0.21323 2.26770  0.334
H 2.63560 -2.53057 1.47167  0.389
H 2.61649 2.44988 -2.98778  0.348
H 3.83350 0.24424 1.25851  0.330
H -0.25105 -5.06644 4.32247  0.373
H 0.25897 -0.68125 -2.34579  0.470

Calculated values
- net charge = 0
- energy above the lowest of the compared OMol25 structures with the same formula, charge and spin (kcal per mole) = 34.24
- calculated total energy (hartree) = -1169.54334
- SMILES string = Cc1ccc2c(c1)N(CCC(=O)NCCCN1CCCC1)C(=O)[C@@H](C)O2
- molar mass (g/mol) = 359.47
- frontier orbital gap (eV) = 8.8503



C20H29N3O4 | ωB97M-V/def2-TZVPD

Last column: Mulliken charge in e.
Element x y z (Å)
O 1.74352 2.34204 3.72314  -0.699
O 3.02356 -0.07676 -0.40192  -0.732
O -6.46362 -1.62423 0.76921  -0.570
O -4.74759 -0.68024 1.89723  -0.424
N 0.50905 -1.28421 -1.66273  0.011
N 3.30568 3.81386 3.18151  -0.154
N 2.28154 0.71242 1.58373  -0.119
C -1.70154 -1.16917 -2.01172  0.920
C 0.76552 -3.81360 -1.71128  -0.496
C 1.90304 2.93074 -0.88507  -1.475
C -1.32982 -4.98482 -2.09524  -0.727
C -1.29815 -2.57000 -1.98691  1.205
C 2.52098 2.77521 2.87907  -0.079
C -3.07595 -0.61993 -2.29906  -1.280
C -0.56694 -0.41613 -1.82023  -0.965
C -3.88308 -0.35148 -1.02168  -0.516
C -4.37826 -1.63880 -0.34661  -0.176
C 4.28717 4.46988 2.31684  -0.798
C 0.05513 -5.01105 -1.87303  -0.621
C 0.07743 -2.59948 -1.76966  -1.138
C 0.08398 2.43833 0.75984  -1.552
C 2.55554 -0.25827 0.71449  0.767
C 1.53147 2.92431 0.59967  0.656
C 2.55754 2.15793 1.47138  -0.008
C -2.01180 -3.76150 -2.15472  -0.286
C -5.28783 -1.31102 0.83250  0.234
C 2.23744 -1.66274 1.17174  -1.262
H 3.82067 4.79269 1.38378  0.247
H 1.81034 1.93128 -1.30639  0.180
H -0.51746 0.66877 -1.81458  0.566
H -4.75163 0.26138 -1.28504  0.382
H 2.92752 3.28024 -1.01265  0.400
H -3.62018 -1.30166 -2.96013  0.423
H 0.57893 -5.96129 -1.83195  0.385
H -2.96258 0.32679 -2.83660  0.384
H 3.19382 4.16567 4.12101  0.306
H 1.85389 0.43175 2.45623  0.249
H -0.20969 2.48859 1.80892  0.379
H 1.48096 -0.99511 -1.51179  0.264
H 2.59240 -2.37254 0.42672  0.210
H 1.23391 3.60101 -1.42493  0.448
H -4.92609 -2.25376 -1.06603  0.302
H 5.10656 3.78324 2.09358  0.270
H -0.58400 3.07741 0.18185  0.469
H -0.01638 1.41199 0.40990  0.203
H 1.55232 3.97055 0.90714  0.366
H 2.73388 -1.85834 2.12033  0.513
H -3.52724 -2.22017 0.01720  0.250
H 3.55352 2.29277 1.05212  0.563
H -3.08158 -3.73819 -2.33301  0.345
H 4.69365 5.34674 2.82463  0.338
H -5.48065 -0.57290 2.52155  0.348
H -1.87467 -5.91501 -2.22384  0.388
H -3.27271 0.22456 -0.31737  0.359
H 1.83852 -3.82896 -1.55090  0.416
H 1.15996 -1.76880 1.28981  0.333

Calculated values
- net charge = 0
- energy above the lowest of the compared OMol25 structures with the same formula, charge and spin (kcal per mole) = 0.00
- calculated total energy (hartree) = -1244.81280
- SMILES string = CNC(=O)[C@@H](NC(C)=O)C(C)C.O=C(O)CCCc1c[nH]c2ccccc12
- molar mass (g/mol) = 375.47
- frontier orbital gap (eV) = 8.1702



C20H29N5O3 | ωB97M-V/def2-TZVPD

Last column: Mulliken charge in e.
Element x y z (Å)
O 0.05295 -1.54133 5.49576  -0.663
O 2.30314 -1.79729 5.35729  -0.400
O -5.11420 1.97114 -3.51354  -0.613
N 0.85708 0.08250 -2.06362  0.350
N -1.21968 -0.59630 -1.60116  -0.820
N 1.17578 -1.40066 0.63579  0.528
N 1.06750 -1.85889 3.49646  0.261
N -3.23599 3.05606 -4.22548  -0.160
C 2.09884 -3.09139 7.41708  -1.110
C -2.41289 1.18329 -2.88879  -0.489
C 0.01125 0.96541 -2.68961  0.846
C 4.29332 1.12711 -0.83016  -1.519
C 2.29055 0.17146 -2.02620  -1.262
C -1.29797 0.51683 -2.39604  0.149
C 2.29834 -1.96068 2.73919  -0.698
C 0.05190 -0.82038 -1.42346  0.925
C 2.77423 1.03205 -0.85587  0.623
C 1.05260 -1.71519 4.83899  0.594
C -0.88453 2.74034 -3.95836  -0.908
C -0.14321 -1.63474 2.73053  -0.973
C 0.58423 -1.93066 -0.58628  -1.728
C 2.38600 -1.73948 6.77934  -0.288
C 1.97910 -2.40365 1.31898  -0.998
C 0.22752 2.08587 -3.47564  -1.348
C -5.36200 3.92829 -4.88335  -1.335
C -2.18979 2.30180 -3.67422  0.932
C -4.58334 2.86752 -4.12580  0.794
C 0.19362 -0.77062 1.51876  -0.605
H 2.70559 -0.83522 -1.93369  0.204
H 1.07408 -3.38561 7.20486  0.306
H -0.57014 -2.59246 2.40952  0.218
H 2.81907 -0.99477 2.71788  0.261
H -5.10106 3.90542 -5.93949  0.325
H 4.62003 1.74055 0.00537  0.403
H 0.60911 0.18113 1.87126  0.161
H 3.40791 -1.41406 6.98685  0.320
H 1.67435 -0.99310 7.14711  0.323
H 2.23062 -3.02256 8.49313  0.391
H -6.42460 3.73330 -4.77441  0.358
H 1.47451 -3.38339 1.35533  0.328
H -0.86671 -1.13938 3.38016  0.459
H -5.13764 4.91600 -4.48565  0.326
H 2.91294 -2.52777 0.76073  0.497
H 1.22072 2.44212 -3.70474  0.357
H 4.66883 1.57283 -1.74910  0.370
H 2.41203 0.58010 0.06814  -0.258
H 4.73557 0.13912 -0.72308  0.346
H -2.93120 3.84868 -4.77329  0.184
H 2.33959 2.02997 -0.94479  0.339
H -0.75231 3.61962 -4.57404  0.301
H -0.71296 -0.55504 0.95125  0.587
H 2.77462 -3.84671 7.02245  0.287
H 2.63051 0.59942 -2.97443  0.539
H 2.95434 -2.68859 3.22259  0.467
H 1.36656 -2.46638 -1.13343  0.572
H -3.40802 0.84153 -2.66716  0.594
H -0.24251 -2.63002 -0.38866  0.348

Calculated values
- net charge = 0
- energy above the lowest of the compared OMol25 structures with the same formula, charge and spin (kcal per mole) = 3.52
- calculated total energy (hartree) = -1279.07841
- SMILES string = CCCn1c(CN2CCN(C(=O)OCC)CC2)nc2cc(NC(C)=O)ccc21
- molar mass (g/mol) = 387.48
- frontier orbital gap (eV) = 8.5442